# 1
17
Properties=species:S:1:pos:R:3 method="wB97M-V/def2-TZVPD" homo_ev=-8.175 orbital_gap_ev=9.231 e_above_lowest_ev=5.092 e_tot_ev=-9437.9511
C 0.99067 -1.57298 1.88408
C -0.31074 -1.29282 1.14967
C -0.36054 0.11240 0.64365
O 0.37091 0.34388 -0.55921
C -1.06175 0.44994 -0.58589
C -0.26133 1.87499 -2.84710
O 0.87903 2.17171 -2.28139
H 1.01676 -2.59335 2.27139
H 1.84280 -1.43451 1.21138
H 1.11281 -0.88421 2.72629
H -0.42835 -1.96119 0.28755
H -1.18064 -1.43853 1.80042
H -0.22221 0.90966 1.37708
H 0.99551 1.53323 -1.53039
H -1.48384 1.44270 -0.70661
H -1.53105 -0.31287 -1.20108
H -0.36803 2.65195 -3.63984


# 2
160
Properties=species:S:1:pos:R:3 method="wB97M-V/def2-TZVPD" homo_ev=-6.910 orbital_gap_ev=7.064 smiles="CCCN[Si@H](CCN(CC)C(C)=O)P(O)O.O=S1(=O)OCCO1.O=S1(=O)OCCO1.O=S1(=O)OCCO1.O=S1(=O)OCCO1.O=S1(=O)OCCO1.O=S1(=O)OCCO1.O=S1(=O)OCCO1.O=S1(=O)OCCO1.O=S1(=O)OCCO1.O=S1(=O)OCCO1.O=S1(=O)OCCO1" e_above_lowest_ev=3.052 e_tot_ev=-268785.3791
C -2.53887 -0.68545 -4.03231
C -1.24837 0.28320 -3.95306
C -0.17109 -0.39629 -2.90885
N -0.08584 0.52145 -1.72373
Si 1.60240 0.57395 -1.05209
C 1.70400 -0.10950 0.73970
C 1.87036 1.01332 1.88704
N 0.60521 1.72264 2.25731
C 0.84955 2.70369 3.38565
C 1.21366 4.12651 2.67589
C -0.43092 0.78663 2.78963
C -0.30604 0.07845 4.24189
O -1.43216 0.53003 2.01557
P 2.24467 2.68692 -1.25049
O 3.74077 2.99146 -0.44547
O 2.28442 3.19256 -2.90833
H -3.23991 -0.29472 -4.87819
H -2.28830 -1.80298 -4.20747
H -3.12072 -0.62243 -3.02262
H -1.60454 1.29303 -3.49408
H -0.75893 0.44310 -5.00096
H 0.85923 -0.49701 -3.41445
H -0.58821 -1.43838 -2.65845
H -0.76779 0.28828 -0.98331
H 2.40268 -0.35169 -1.88769
H 2.59842 -0.85123 0.86333
H 0.75469 -0.77679 0.88449
H 2.25433 0.45299 2.84225
H 2.73745 1.74271 1.61054
H 1.68648 2.36123 4.11348
H -0.14248 2.85500 3.96832
H 1.59301 3.87611 1.62011
H 2.01126 4.68538 3.31376
H 0.23767 4.74686 2.60310
H -0.66733 -1.01511 4.25120
H 0.78274 0.07997 4.63866
H -0.98050 0.69408 4.95132
H 3.64507 3.92679 -0.08064
H 1.86201 2.53035 -3.50683
C 4.66947 0.08132 -5.00613
C 5.80738 -0.90598 -5.22574
O 5.69413 -1.84618 -4.15813
S 4.12598 -2.01569 -3.76572
O 3.61957 -3.18233 -4.43033
O 3.98607 -1.79986 -2.35573
O 3.56933 -0.70500 -4.54802
H 4.91982 0.80494 -4.22474
H 4.40274 0.61353 -5.92075
H 6.78537 -0.42337 -5.21182
H 5.68307 -1.44827 -6.16813
C 4.72212 -0.79037 5.54487
C 3.80685 -1.74322 6.29935
O 3.43170 -1.03801 7.48194
S 3.36421 0.55230 7.15252
O 1.99490 0.90462 6.88761
O 4.17495 1.24881 8.11181
O 4.15961 0.50696 5.73620
H 5.72977 -0.79036 5.97076
H 4.77838 -1.02831 4.48127
H 4.30055 -2.68261 6.55103
H 2.89705 -1.95263 5.72771
C 2.67830 4.01248 8.95621
C 1.20075 3.74089 9.19919
O 0.84975 4.56738 10.30969
S 1.74596 5.92200 10.26564
O 0.96661 6.95738 9.64992
O 2.38759 6.08239 11.53850
O 2.85042 5.41116 9.18956
H 3.30188 3.46862 9.67138
H 2.98323 3.75519 7.94079
H 1.00154 2.69179 9.42116
H 0.59614 4.05183 8.34192
C -6.63390 -3.62481 -4.45053
C -6.45597 -4.72163 -5.48938
O -5.80755 -4.08815 -6.59227
S -4.83776 -2.91194 -6.03023
O -3.50283 -3.43123 -5.94757
O -5.16043 -1.69355 -6.71644
O -5.44555 -2.83549 -4.52656
H -7.48538 -2.98325 -4.69592
H -6.76136 -4.02646 -3.44398
H -7.40650 -5.15843 -5.80048
H -5.79619 -5.51238 -5.11886
C -2.05184 -0.76657 9.34819
C -1.85753 -1.86680 8.31350
O -1.22434 -1.22725 7.20588
S -0.27336 -0.03039 7.75872
O 1.07236 -0.52628 7.83838
O -0.61875 1.17841 7.06993
O -0.87867 0.04295 9.26523
H -2.91521 -0.14154 9.10211
H -2.16894 -1.16521 10.35726
H -2.80052 -2.32167 8.00782
H -1.18297 -2.64392 8.68577
C -7.43047 -7.36260 -9.40478
C -8.04080 -6.15988 -10.10706
O -9.33768 -6.00920 -9.52792
S -9.28363 -6.48939 -7.97761
O -9.12236 -5.32155 -7.15074
O -10.31912 -7.45766 -7.76618
O -7.85656 -7.26281 -8.04470
H -7.81913 -8.29875 -9.81583
H -6.34082 -7.36571 -9.46392
H -8.11460 -6.30256 -11.18524
H -7.46981 -5.24941 -9.89786
C 6.44200 7.28928 1.41698
C 5.52821 6.48468 2.33046
O 4.20345 6.81430 1.91315
S 4.20942 7.11006 0.31548
O 3.79113 5.91603 -0.36396
O 3.60253 8.38782 0.08836
O 5.81662 7.25880 0.13363
H 6.50477 8.33237 1.74058
H 7.44625 6.86596 1.36169
H 5.67246 6.72898 3.38356
H 5.67107 5.40962 2.18402
C -7.86802 -0.80223 -7.40781
C -8.48100 0.39961 -8.11165
O -9.77731 0.54797 -7.53196
S -9.72093 0.06851 -5.98003
O -9.56231 1.23210 -5.15521
O -10.75564 -0.90127 -5.76774
O -8.29287 -0.70299 -6.04775
H -8.25589 -1.73961 -7.81824
H -6.77859 -0.80404 -7.46776
H -8.55527 0.25683 -9.19042
H -7.91187 1.31094 -7.90408
C 10.43123 1.32935 5.30926
C 9.55930 0.50183 6.24227
O 8.21885 0.78249 5.84535
S 8.18978 1.06687 4.24366
O 7.80136 -0.14593 3.58008
O 7.53760 2.32308 4.01795
O 9.78758 1.26826 4.03557
H 10.46370 2.37609 5.62494
H 11.44830 0.93960 5.24144
H 9.71218 0.75915 7.29098
H 9.73582 -0.56900 6.10052
C 6.99376 4.82165 10.35080
C 6.52423 3.41343 10.01526
O 6.74934 3.27179 8.61343
S 8.05387 4.14448 8.19492
O 9.18906 3.26123 8.14926
O 7.69277 5.00731 7.10913
O 8.15777 5.03285 9.55058
H 6.24459 5.56606 10.06580
H 7.23307 4.93542 11.40936
H 5.47172 3.25778 10.25401
H 7.12899 2.66198 10.53216
C -10.20712 -8.48211 -15.12488
C -11.06444 -7.26003 -14.82875
O -10.52129 -6.70823 -13.62972
S -8.92164 -6.98630 -13.59597
O -8.25082 -5.80989 -14.06900
O -8.59809 -7.62238 -12.34750
O -8.87594 -8.10478 -14.77217
H -10.49833 -9.32985 -14.49791
H -10.25473 -8.77489 -16.17498
H -12.11682 -7.51271 -14.69444
H -10.96896 -6.50971 -15.61945


# 3
22
Properties=species:S:1:pos:R:3 method="wB97M-V/def2-TZVPD" homo_ev=-0.369 orbital_gap_ev=5.867 e_above_lowest_ev=0.077 e_tot_ev=-26364.6445 charge=-2
C 1.16405 -2.81301 0.39221
C -3.15404 1.49469 -0.43865
C -1.92880 1.28483 0.32651
C -0.84223 0.56600 -0.48886
C 1.85452 -1.57118 -0.35560
N 2.40549 -1.88557 -1.42702
O -0.06171 -3.01468 0.16819
O 3.86461 -0.34558 0.91867
O 2.42682 1.01127 -0.67253
O 2.06388 -3.43661 1.01277
O 1.47598 0.48078 1.65981
P 2.50689 -0.01470 0.41908
H -3.00195 2.09799 -1.36056
H -3.82942 1.98196 0.19696
H -3.69629 0.61407 -0.70023
H -1.50376 2.22773 0.53727
H -2.40258 0.91695 1.29479
H 0.03499 0.56447 -0.01577
H -0.72011 1.50045 -1.19252
H -1.40082 -0.34096 -0.91644
H 1.65306 -0.20203 2.32826
H 3.09142 -1.11689 -1.68633


LUMO values, unit eV, following the record order: 1.06, 0.15, 5.50.